The following is a DFT calculation (ωB97M-V with the def2-TZVPD basis set) of a 3-piece molecular cluster, C3H8N3 overall at a distorted geometry.

CARTESIAN COORDINATES (ANGSTROEM)
C  -2.854  -1.047  -0.340
C  -1.832  -0.667  0.142
C  1.421  0.185  -1.084
N  2.086  0.813  -0.131
N  0.218  -0.289  -0.871
N  -0.549  -0.454  0.335
H  -3.941  -1.025  -0.339
H  -0.428  1.238  2.610
H  1.902  -0.095  -2.032
H  1.620  1.162  0.606
H  2.916  1.364  -0.248
H  -0.255  -0.743  -1.662
H  -0.426  0.570  2.067
H  0.124  -1.014  0.947

Output
Total charge   +1
ΔE to the lowest compared entry with this formula, charge and spin   139.0 kcal/mol
HOMO-LUMO gap   0.345 hartree
Largest force on an atom   5.1 eV Å⁻¹
Spin multiplicity   1
HOMO energy   -13.49 eV

=====

The following is a DFT calculation (ωB97M-V with the def2-TZVPD basis set) of C17H26ClI2N4O2PdSi as an isolated structure at a distorted geometry.

CARTESIAN COORDINATES (ANGSTROEM)
Pd  -0.480  -0.424  0.454
I  -6.253  -3.368  -3.499
C  -5.059  -2.202  -2.295
C  -5.196  -0.809  -2.319
C  -4.395  -0.037  -1.521
I  -4.526  2.022  -1.550
C  -3.399  -0.632  -0.655
O  -2.662  0.088  0.051
C  -3.283  -2.080  -0.660
C  -2.318  -2.749  0.273
N  -0.897  -2.456  -0.022
C  -0.466  -2.840  -1.371
C  -0.731  -1.733  -2.368
C  -1.133  -2.008  -3.665
C  -1.342  -0.954  -4.540
C  -1.148  0.343  -4.089
C  -0.750  0.527  -2.777
N  -0.539  -0.485  -1.936
C  -4.106  -2.819  -1.458
H  -5.929  -0.352  -2.969
H  -2.480  -3.830  0.226
H  -2.480  -2.408  1.293
H  -0.334  -2.938  0.677
H  -0.959  -3.760  -1.697
H  0.606  -3.043  -1.333
H  -1.289  -3.032  -3.978
H  -1.659  -1.141  -5.557
H  -1.306  1.196  -4.733
H  -0.606  1.525  -2.380
H  -4.037  -3.899  -1.451
N  0.857  2.350  0.497
N  -0.058  1.503  1.197
H  0.927  3.247  0.968
H  0.479  2.518  -0.427
H  -0.964  1.939  1.386
H  0.342  1.270  2.105
C  -2.029  1.734  3.439
Si  -2.060  -0.157  3.518
C  -1.566  -0.680  5.245
C  -3.848  -0.670  3.205
O  -1.061  -0.833  2.435
H  -2.780  2.142  4.122
H  -2.280  2.109  2.442
H  -1.071  2.158  3.756
H  -2.260  -0.292  5.995
H  -0.567  -0.320  5.498
H  -1.554  -1.768  5.332
H  -4.509  -0.260  3.972
H  -3.967  -1.757  3.228
H  -4.212  -0.305  2.240
Cl  1.900  -2.179  1.445
C  1.483  -0.791  0.453
H  1.753  -0.999  -0.579
H  1.995  0.091  0.823

Output
Total charge   +1
ΔE to the lowest compared entry with this formula, charge and spin   40.5 kcal/mol
HOMO-LUMO gap (spin up / spin down)   0.167 / 0.131 hartree
Largest force on an atom   3.5 eV Å⁻¹
Spin multiplicity   1
HOMO energy (spin up / spin down)   -10.05 / -9.75 eV

=====

The following is a DFT calculation (ωB97M-V with the def2-TZVPD basis set) of one molecule with the formula C3H5NO2S at a distorted geometry.

CARTESIAN COORDINATES (ANGSTROEM)
O  1.440  -2.094  0.304
S  1.191  -0.694  0.197
O  2.349  0.159  0.182
C  -0.023  0.091  1.612
N  -0.996  0.621  1.065
C  -1.166  0.616  -0.373
C  0.014  -0.125  -1.077
H  0.174  0.177  2.653
H  -1.226  1.661  -0.649
H  -1.913  -0.122  -0.643
H  -0.366  -0.903  -1.624
H  0.521  0.613  -1.647

Output
ΔE to the lowest compared entry with this formula, charge and spin   58.1 kcal/mol
HOMO-LUMO gap   0.378 hartree
Largest force on an atom   3.1 eV Å⁻¹
Spin multiplicity   1
SMILES string   O=S1(=O)C=NCC1
HOMO energy   -9.60 eV

=====

The following is a DFT calculation (ωB97M-V with the def2-TZVPD basis set) of a 2-piece molecular cluster, C10H13N2 overall at a distorted geometry.

CARTESIAN COORDINATES (ANGSTROEM)
C  -1.320  2.199  0.572
C  -0.733  1.517  -0.392
C  -1.887  0.024  0.690
C  1.399  -1.257  0.524
C  1.819  0.052  0.706
C  1.541  -1.877  -0.735
C  2.317  0.819  -0.345
C  1.997  -1.094  -1.818
C  2.339  0.187  -1.578
C  -2.734  -1.187  1.029
N  -2.113  1.224  1.213
N  -1.079  0.184  -0.339
H  -1.398  3.310  0.595
H  0.937  -1.806  1.252
H  1.773  0.625  1.646
H  1.372  -2.865  -0.881
H  2.707  1.811  -0.279
H  2.211  -1.505  -2.784
H  -0.099  2.004  -1.214
H  2.714  0.789  -2.378
H  -2.145  -2.088  0.744
H  -2.944  -1.175  2.050
H  -3.589  -0.881  0.483
H  -2.624  1.407  2.142
H  -0.460  -0.418  -0.906

Output
Total charge   +1
ΔE to the lowest compared entry with this formula, charge and spin   29.4 kcal/mol
HOMO-LUMO gap   0.366 hartree
Largest force on an atom   4.0 eV Å⁻¹
Spin multiplicity   1
HOMO energy   -12.74 eV